# 1
The following is a quantum chemistry calculation of a 2-piece molecular cluster, C4H9O overall in a non-equilibrium geometry, from OMol25.

Geometry as ORCA input:
```
! wB97M-V def2-TZVPD RIJCOSX def2/J DEFGRID3
* xyz -1 1
H 2.4893 -1.6238 0.3409
C 0.1483 1.0052 -0.1766
H 0.0904 -1.1972 0.0849
C 0.6621 -0.3204 0.3222
O 0.7299 -1.4496 2.5435
H 0.2473 1.8158 0.5458
C 2.0967 -0.6471 0.5963
H 2.8032 0.1428 0.5261
H -5.2876 0.0413 -3.6986
C 1.0691 -0.4196 1.7949
H -0.9144 0.9153 -0.4324
H -5.9991 -0.1150 -3.5972
H 1.2499 0.5554 2.2819
H 0.6149 1.2968 -1.1317
*
```

For the frontier orbital gap, the calculation gives 5.55 eV. For the molar mass, the calculation gives 73.11 g/mol. The value obtained for the relative energy (zero: lowest compared OMol25 entry of this formula, charge and spin) is 1.687 eV.

# 2
The following is a quantum chemistry calculation of C46H30Cl4I2LaN5O8 as an isolated structure in a non-equilibrium geometry, from OMol25.

Geometry as ORCA input:
```
! wB97M-V def2-TZVPD RIJCOSX def2/J DEFGRID3
* xyz -2 1
O 2.5957 -2.0293 0.1622
C -3.2184 1.6850 -5.3644
H -2.7078 -5.4009 -4.8644
H -2.6748 4.2535 -3.2342
H 2.6301 0.3592 2.8821
H 1.9463 3.4800 -1.9208
O -3.6122 -2.4356 -0.0025
N 0.7691 -0.9993 -0.8748
C 2.0274 -0.0464 -2.6367
H -2.8591 2.4540 7.0814
H -3.3260 1.4671 -6.4222
H 5.7305 -0.1171 -3.5693
I -4.7068 -7.2170 -3.8587
C 3.9471 2.0643 0.4268
C -3.0183 1.6130 3.2984
C -2.5328 -4.6293 -4.1248
C -2.6707 3.2277 5.0804
N -2.6306 1.7375 -0.2966
H 4.9480 -1.3289 -1.5129
C 6.4226 -0.3239 4.0711
C -3.7929 -3.4425 -0.7657
H 1.6977 1.1654 -4.3784
C 6.7106 2.0234 3.7457
H -3.5567 -0.6878 2.9405
C 2.4168 0.6209 -3.7772
C -3.2827 -4.6430 -2.9241
C -3.2652 0.6163 4.2589
H -0.2008 -3.0464 2.8810
O -0.3667 0.2986 -2.3635
C -3.0418 1.2745 1.8400
Cl 4.2185 -1.6827 3.4043
C -2.7273 2.9059 3.7345
C 3.7733 0.5872 -4.1024
C 4.5971 0.9802 3.0892
I -5.7713 -4.3923 1.2749
C 7.2203 0.8067 4.1666
C -3.3289 0.6585 -4.4516
C 0.3332 0.1134 2.2245
C -2.9251 2.2169 -2.6440
C -4.9320 -5.5408 -1.3967
H 0.2426 2.8220 -0.2463
O -3.2920 -0.1005 -2.2211
C -3.0282 -3.5984 -2.0046
H -2.8976 3.8119 -5.6635
H -2.5318 3.6519 2.9739
H 7.2929 2.9335 3.8237
C -3.2044 0.9375 5.6189
C -2.9754 3.0037 -4.9481
N -2.6684 2.2228 1.0174
C -1.6050 -3.6547 -4.3442
C 2.9151 -0.7330 -1.8480
C -4.2605 -5.6208 -2.5841
H -1.0285 -3.6231 -5.2611
C 4.2566 -0.7914 -2.1546
N 3.3170 1.0514 2.5803
C 0.6905 -0.2204 -1.9654
H -0.3533 2.1112 1.8546
C 1.6415 1.9901 1.1322
H 1.0786 -2.6577 1.6981
H 4.3500 2.9703 -1.4755
Cl -0.9217 -3.3494 0.6848
C 2.2507 3.0028 -0.9954
N -2.0558 -2.6656 -2.2292
C 2.1046 -1.3390 -0.7043
C 0.2984 -3.3455 1.9744
C -1.3877 -2.6812 -3.3523
H -2.9625 3.6261 -0.9494
C 5.1516 -0.2353 3.5333
H -0.6505 -1.8963 -3.4888
C 4.6808 -0.1098 -3.2988
C -2.8177 2.5812 -1.2283
C 3.5875 2.7186 -0.7453
C 5.4184 2.1039 3.2490
C 1.2944 2.6244 -0.0582
La -1.9755 -0.6541 -0.3798
C -2.9097 2.2262 6.0222
H 8.2247 0.7390 4.5678
C -2.8500 3.2410 -3.5923
H -5.6622 -6.2964 -1.1391
H 4.9863 1.8142 0.6140
H -3.5212 -0.3608 -4.7675
Cl 1.0083 -4.9813 2.2228
O 1.1218 -0.5545 2.9169
H 0.8761 1.9481 3.1289
O -3.5581 -0.6515 3.9342
H -3.3837 0.1448 6.3356
C 0.5754 1.6158 2.1313
C 2.9866 1.7111 1.3696
Cl 4.8152 3.6841 2.8463
H 4.1300 1.1079 -4.9857
C -3.1804 0.8779 -3.0586
O -0.6816 -0.3416 1.5951
H -2.4345 4.2373 5.3933
H 6.7825 -1.2937 4.3924
O -3.4187 0.0814 1.5036
C -4.6972 -4.4822 -0.5015
*
```

For the frontier orbital gap, the calculation gives 6.14 eV. For the molar mass, the calculation gives 1315.30 g/mol. The value obtained for the relative energy (zero: lowest compared OMol25 entry of this formula, charge and spin) is 0.143 eV.

no.,calculated total energy (eV),HOMO (eV)
1,-6339.0816,-1.5
2,-139182.0110,-2.9